Entry 1:
# C4H5NOS

The molecule C4H5NOS at a distorted geometry (ωB97M-V/def2-TZVPD, the Open Molecules 2025 dataset).

Last column: Mulliken charge in e.
CARTESIAN COORDINATES (ANGSTROEM)
C 1.431 -1.683 0.017  0.110
H 2.376 -2.345 0.003  0.318
S -2.354 -0.960 -0.062  -0.237
H -0.719 2.057 -0.777  0.400
H 0.925 2.118 -0.148  0.329
C -0.077 1.659 0.021  -1.300
N 0.174 -2.121 0.004  -0.584
C 0.180 0.144 -0.194  0.515
C -0.572 -0.944 -0.026  0.346
O 1.451 -0.350 -0.090  -0.333
H -2.439 0.412 0.239  0.124
H -0.377 2.012 1.014  0.313

Summary:
- Net charge: 0
- Frontier orbital gap: 9.32 eV
- Strongest force on any atom: 2.7 eV/A
- LUMO level: 0.74 eV
- Energy above the lowest of the compared OMol25 structures with the same formula, charge and spin: 115.44 kJ/mol
- SMILES string: Cc1ocnc1S
- Electronic energy: -683.5639 hartree

***

Entry 2:
# C12H17N2

An isolated ion of composition C12H17N2 and charge +1 at a distorted geometry (ωB97M-V/def2-TZVPD, the Open Molecules 2025 dataset).

Last column: Mulliken charge in e.
CARTESIAN COORDINATES (ANGSTROEM)
C -2.400 1.209 -0.092  -1.084
C 2.512 1.076 0.084  -1.053
H 0.972 2.921 -0.662  0.509
C -3.347 0.127 0.404  -0.828
C -1.234 -0.841 -0.083  0.683
C -2.710 -1.083 -0.191  -0.980
H 3.729 -0.224 1.379  0.213
H -2.906 -2.142 0.387  0.430
C 1.223 0.501 -0.005  0.635
H -4.472 0.240 0.198  0.332
C -0.135 -1.672 -0.111  -0.286
H 2.940 1.493 -0.977  0.258
C 1.196 -0.837 -0.071  0.386
H -2.775 1.459 -1.087  0.326
H 2.716 -2.170 0.569  0.420
C 3.452 -0.164 0.250  -0.809
H -2.452 2.122 0.466  0.528
H -0.207 3.184 0.825  0.282
H -1.036 -3.345 -0.105  0.264
C -1.090 0.517 -0.056  0.856
H 0.566 -3.484 0.522  0.228
H 2.523 1.868 0.814  0.502
C 2.552 -1.345 -0.092  -0.937
H -3.216 -0.129 1.478  0.290
H -2.939 -1.399 -1.163  0.382
C 0.051 2.671 -0.203  -1.181
N -0.079 -3.041 -0.095  -0.436
H 4.420 -0.056 -0.272  0.415
H -0.792 2.968 -0.922  0.397
N 0.069 1.254 -0.074  0.004
H 2.869 -1.679 -1.112  0.255

Summary:
- Net charge: +1
- Frontier orbital gap: 9.02 eV
- Strongest force on any atom: 5.6 eV/A
- LUMO level: -3.60 eV
- Energy above the lowest of the compared OMol25 structures with the same formula, charge and spin: 51.33 kJ/mol
- SMILES string: Cn1c2c(c(=[NH2+])c3c1CCC3)CCC2
- Electronic energy: -576.7093 hartree

***

Entry 3:
# C30H31N3O3S

A 2-piece molecular cluster, C30H31N3O3S overall at a distorted geometry (ωB97M-V/def2-TZVPD, the Open Molecules 2025 dataset).

Last column: Mulliken charge in e.
CARTESIAN COORDINATES (ANGSTROEM)
C 2.972 -2.819 -2.875  -0.965
C 0.166 -0.284 0.291  0.494
H 2.394 -1.869 1.112  0.302
C -4.480 4.135 -0.195  -0.436
H -3.152 -1.617 -2.362  0.407
H -1.560 -5.442 -1.218  0.321
C -2.227 -4.863 -1.863  -0.383
C 3.305 2.686 5.193  -0.308
H 2.740 0.089 -2.397  0.381
H -3.798 2.102 -0.312  0.338
C -4.272 5.403 0.393  -0.132
C 1.059 2.344 4.355  -0.283
H 2.574 -3.265 0.038  0.466
C 1.562 1.743 3.165  0.067
H 4.788 -2.656 -0.508  0.403
H -4.603 -2.715 -4.075  0.373
H 2.544 0.676 -0.734  0.462
N 0.589 -1.113 -0.680  0.626
C 4.237 -1.817 -0.062  -0.742
H 3.580 -2.027 -3.330  0.241
H -1.797 -2.206 -0.052  0.471
C -2.236 -3.469 -1.743  0.446
O 0.242 -3.103 -3.572  -0.720
H -0.963 -1.055 -2.116  0.375
S -2.301 1.751 2.069  -0.484
H -0.366 1.728 2.110  -0.075
H 3.977 3.076 5.958  0.375
H -5.229 4.046 -0.977  0.404
C 2.980 1.623 3.039  -0.172
C -2.641 4.455 1.912  -0.296
C -3.718 3.059 0.203  -0.516
H -4.477 -5.194 -4.406  0.363
H 4.911 2.003 3.909  0.376
H -3.325 6.508 1.982  0.400
N 1.858 -2.270 -2.145  0.210
C 0.656 1.282 2.146  -0.358
C 2.001 -1.413 -0.984  0.125
C 2.768 -2.187 0.134  -1.162
C -0.352 -1.796 -1.565  -0.093
C 0.575 -2.486 -2.562  0.277
H -0.919 -0.125 0.349  0.373
C 1.914 2.800 5.352  -0.674
O -4.477 7.688 0.125  -0.611
C -3.930 -3.322 -3.465  -0.716
H 4.871 -0.820 -1.898  0.381
C 3.831 2.088 4.039  -0.714
O -5.425 6.347 -1.341  -0.611
H -0.025 2.438 4.461  0.450
C -3.870 -4.712 -3.637  -0.427
H 2.071 0.037 1.161  -0.451
C -3.021 -5.483 -2.831  -0.577
C 2.877 -0.173 -1.338  -1.240
H -0.618 -3.529 -0.313  0.337
C -1.258 -2.784 -0.818  -0.625
C -3.122 -2.701 -2.507  -0.189
C 4.305 -0.581 -0.988  -0.667
H -2.970 -6.567 -2.956  0.363
H -1.887 4.560 2.692  0.359
H 4.719 -1.603 0.899  0.395
C -3.394 5.537 1.496  -0.478
H 1.504 3.263 6.251  0.381
H 3.409 1.198 2.130  0.479
H 2.580 -3.454 -3.673  0.420
N -4.755 6.546 -0.299  0.912
H 3.606 -3.424 -2.217  0.276
H 4.839 0.240 -0.496  0.463
C 1.022 0.339 1.198  0.251
C -2.860 3.151 1.350  0.564

Summary:
- Net charge: 0
- Frontier orbital gap: 4.50 eV
- Strongest force on any atom: 2.1 eV/A
- LUMO level: -2.06 eV
- Energy above the lowest of the compared OMol25 structures with the same formula, charge and spin: 720.84 kJ/mol
- Electronic energy: -1949.7953 hartree